(A)
# CH3BrClN

CH3BrClN in the gas phase (ωB97M-V/def2-TZVPD, the Open Molecules 2025 dataset).

Values from the calculation:
- Lowest unoccupied orbital energy: 0.0 eV
- HOMO energy: -9.55 eV
- Structure (SMILES): N[C@H](Cl)Br
- Orbital gap: 9.6 eV

Positions of all 7 atoms, in Å:
1 C -0.0277 -0.0470 -0.4372
2 N -0.2542 -0.3355 0.8218
3 Cl 1.4381 -0.8197 -1.0341
4 Br 0.5917 2.1385 -0.7676
5 H -0.8292 -0.3013 -1.2138
6 H 0.2968 -0.0960 1.6913
7 H -1.2155 -0.5390 0.9398

What are the natural (NBO) partial charges on each atom? They are as follows, in elementary charge units: 0.05, -0.82, -0.03, -0.28, 0.24, 0.43, 0.40

***

(B)
# CH3BrClN

A molecular structure, CH3BrClN (ωB97M-V/def2-TZVPD, the Open Molecules 2025 dataset).

Values from the calculation:
- Lowest unoccupied orbital energy (spin up / spin down): -1.3 / 0.0 eV
- HOMO energy (spin up / spin down): -8.65 / -9.48 eV
- Orbital gap (spin up / spin down): 7.4 / 9.4 eV

Positions of all 7 atoms, in Å:
1 C 0.0248 -0.1704 -0.1113
2 N -2.3680 0.5491 1.1059
3 Cl -2.8056 -0.8583 1.7135
4 Br -1.9417 1.8215 2.3055
5 H 0.0051 0.4208 -1.0617
6 H 0.7891 0.1237 0.6718
7 H -0.6194 -0.9677 0.0883

What are the natural (NBO) partial charges on each atom? They are as follows, in elementary charge units: -0.48, -0.52, 0.24, 0.25, 0.18, 0.17, 0.16

***

(C)
# CH3BrClN

2 unconnected molecules or ions with the total composition CH3BrClN (ωB97M-V/def2-TZVPD, the Open Molecules 2025 dataset).

Values from the calculation:
- Lowest unoccupied orbital energy: 0.6 eV
- HOMO energy: -10.64 eV
- Structure (SMILES): [H]/N=C\Br.Cl
- Orbital gap: 11.2 eV

Positions of all 7 atoms, in Å:
1 C 0.7221 -0.7690 0.0650
2 N -0.2343 -1.0021 -0.6818
3 Cl -1.1877 2.5519 0.5858
4 Br 2.2806 0.4468 -0.3752
5 H 1.0044 -1.1158 1.0362
6 H -0.2571 -0.4991 -1.6090
7 H -0.6506 2.3103 -0.6090

What are the natural (NBO) partial charges on each atom? They are as follows, in elementary charge units: 0.14, -0.59, -0.28, -0.13, 0.20, 0.38, 0.28

***

Which structure is most stable? (C), by 13.5 kJ/mol over the runner-up.

***

(A)
# C3H10N

2 unconnected molecules or ions with the total composition C3H10N (ωB97M-V/def2-TZVPD, the Open Molecules 2025 dataset).

Values from the calculation:
- Lowest unoccupied orbital energy: -6.4 eV
- HOMO energy: -15.01 eV
- Charge: +1
- Orbital gap: 8.6 eV

Positions of all 14 atoms, in Å:
1 C -0.8874 -3.2106 2.7994
2 H -1.8422 -2.9383 2.4795
3 H -0.9144 -3.2596 3.8178
4 H -0.1412 -2.5524 2.3736
5 H -0.5630 -4.1254 2.3551
6 C 0.2781 0.9950 -0.7781
7 C 0.3201 2.7609 -2.5400
8 N 1.0046 2.0387 -1.6563
9 H 0.0429 1.2576 0.3207
10 H 0.9070 0.1380 -0.7400
11 H -0.6140 0.4213 -1.1716
12 H -0.6518 3.3088 -2.0586
13 H 0.9275 2.9983 -3.5283
14 H 2.1337 2.1676 -1.6732

What are the natural (NBO) partial charges on each atom? They are as follows, in elementary charge units: -0.84, 0.21, 0.22, 0.19, 0.22, -0.48, 0.12, -0.47, 0.27, 0.26, 0.27, 0.28, 0.26, 0.48

***

(B)
# C3H10N

A gas-phase ion, C3H10N (charge +1) (ωB97M-V/def2-TZVPD, the Open Molecules 2025 dataset).

Values from the calculation:
- Lowest unoccupied orbital energy: -3.5 eV
- HOMO energy: -17.46 eV
- Structure (SMILES): CC[NH2+]C
- Charge: +1
- Orbital gap: 14.0 eV

Positions of all 14 atoms, in Å:
1 C 1.1379 -1.4236 -0.5625
2 C -0.1036 -0.8133 0.0349
3 N 0.0430 0.7113 -0.0055
4 C -1.1269 1.4674 0.5004
5 H 1.3656 -1.0473 -1.5520
6 H 0.8927 -2.4831 -0.6394
7 H 2.0570 -1.3424 0.0172
8 H -0.1495 -0.9390 1.1134
9 H -1.0411 -1.0490 -0.4584
10 H 0.8240 0.8617 0.6334
11 H 0.4053 1.0616 -0.8937
12 H -1.6214 0.9670 1.3263
13 H -0.7983 2.4732 0.7605
14 H -1.8847 1.5555 -0.2745

What are the natural (NBO) partial charges on each atom? They are as follows, in elementary charge units: -0.66, -0.20, -0.49, -0.43, 0.23, 0.26, 0.24, 0.22, 0.23, 0.43, 0.44, 0.24, 0.24, 0.24

***

Which structure is most stable? (B), by 330.3 kJ/mol over the runner-up.

***

(A)
# C3H10N

2 unconnected molecules or ions with the total composition C3H10N (ωB97M-V/def2-TZVPD, the Open Molecules 2025 dataset).

Values from the calculation:
- Lowest unoccupied orbital energy: -6.3 eV
- HOMO energy: -15.92 eV
- Charge: +1
- Orbital gap: 9.6 eV

Positions of all 14 atoms, in Å:
1 C 0.4164 1.9675 -2.2752
2 H -0.4801 1.3819 -1.9994
3 H 1.2501 1.3761 -2.1581
4 H 0.5204 2.9089 -1.7916
5 H 0.4422 2.1143 -3.3394
6 C -0.4812 -1.5440 0.2764
7 C 0.3362 -0.5501 2.4053
8 N -0.7021 -1.0653 1.6797
9 H -1.1286 -0.9697 -0.5203
10 H -0.6371 -2.6517 0.3991
11 H 0.5971 -1.5164 0.0706
12 H 1.2719 -0.9609 2.1061
13 H 0.1540 0.2092 3.1252
14 H -1.5592 -0.6999 2.0216

What are the natural (NBO) partial charges on each atom? They are as follows, in elementary charge units: -0.85, 0.19, 0.20, 0.22, 0.23, -0.45, 0.17, -0.39, 0.29, 0.25, 0.24, 0.22, 0.24, 0.43

***

(B)
# C3H10N

2 unconnected molecules or ions with the total composition C3H10N (ωB97M-V/def2-TZVPD, the Open Molecules 2025 dataset).

Values from the calculation:
- Lowest unoccupied orbital energy: -5.6 eV
- HOMO energy: -15.78 eV
- Charge: +1
- Orbital gap: 10.2 eV

Positions of all 14 atoms, in Å:
1 C 2.8354 2.4418 0.5785
2 H 3.0833 2.1793 1.6010
3 H 2.4405 1.5113 0.1566
4 H 2.0736 3.2183 0.5667
5 H 3.6155 2.7483 -0.1108
6 C -1.1987 -1.8721 0.5955
7 C -1.3885 -0.3123 -1.2317
8 N -0.7888 -0.6281 -0.1527
9 H -2.2630 -1.7674 0.7557
10 H -0.8795 -2.7764 0.0916
11 H -0.6809 -1.8013 1.5464
12 H -2.0579 -1.0501 -1.6572
13 H -1.3446 0.6890 -1.6448
14 H -0.1581 0.0465 0.2717

What are the natural (NBO) partial charges on each atom? They are as follows, in elementary charge units: -0.85, 0.23, 0.18, 0.21, 0.24, -0.43, 0.15, -0.38, 0.24, 0.26, 0.25, 0.23, 0.24, 0.45

***

(C)
# C3H10N

3 unconnected molecules or ions with the total composition C3H10N (ωB97M-V/def2-TZVPD, the Open Molecules 2025 dataset).

Values from the calculation:
- Lowest unoccupied orbital energy: -4.7 eV
- HOMO energy: -16.46 eV
- Charge: +1
- Orbital gap: 11.7 eV

Positions of all 14 atoms, in Å:
1 C 1.0250 0.7977 -0.4176
2 C -1.7628 0.9974 0.2990
3 C 0.1570 -0.2881 -0.0498
4 N -1.0979 -0.2308 0.0913
5 H 1.8696 0.8713 0.2900
6 H 1.1966 0.5706 -1.5752
7 H 0.6111 1.8469 -0.6373
8 H -2.4804 0.7306 1.1647
9 H -1.0301 1.6649 0.5013
10 H -2.4464 1.3693 -0.3671
11 H 0.5991 -1.2840 -0.0682
12 H 2.2936 -2.6132 0.4604
13 H -1.7791 -0.9883 0.0090
14 H 2.8447 -3.4444 0.2997

What are the natural (NBO) partial charges on each atom? They are as follows, in elementary charge units: -0.74, -0.43, 0.30, -0.40, 0.29, 0.31, 0.27, 0.24, 0.22, 0.25, 0.24, -0.09, 0.45, 0.09

***

Which structure is most stable? (B), by 87.3 kJ/mol over the runner-up.